Molecular formula: C14H25Cl10FO9
Method: DFT, the ωB97M-V functional and the def2-TZVPD basis

ORCA input file:
```
! wB97M-V def2-TZVPD RIJCOSX def2/J DEFGRID3
* xyz 0 1
C 0.4071 -4.8263 -1.0007
C -1.1232 2.3135 -2.9279
C 0.0907 -0.8165 -0.6361
C -1.9385 -1.8888 5.0795
H 1.4153 -1.5920 -4.5318
O -3.9741 -0.3363 0.9307
O 0.7633 0.4633 -3.4001
H -2.6206 1.4423 3.9630
C -4.0113 0.1068 2.2037
C -0.0258 0.5367 0.0522
Cl -3.3451 -1.8799 6.1770
C -3.8710 -1.7175 0.6772
H -4.1518 2.2501 4.0630
C 0.2696 -1.0257 1.6162
H -3.9651 -2.2658 1.6145
Cl 0.1247 0.8620 5.2381
Cl -0.5187 -3.6983 -1.9862
O -3.6880 1.4169 2.1720
O 0.4101 0.2547 1.3778
H 1.3197 -4.3957 -0.5888
H 4.9521 3.9759 -0.5399
C 1.2266 1.8580 4.2788
H -1.3249 1.4659 -2.2729
H -1.6926 -0.9141 4.6580
H 2.2288 1.7240 4.6858
Cl 3.4230 4.7774 -2.1826
H -1.6828 2.0860 -3.8352
O 0.2444 2.6242 -3.0458
Cl 3.0601 -1.8648 -2.8226
H -4.7280 -1.9792 0.0565
Cl -0.5644 -2.8413 5.6484
Cl 0.7416 3.5738 4.2604
H -0.2588 -5.1488 -0.2002
O 0.3215 -1.5229 2.6760
H 3.9348 1.7232 -4.9064
Cl 3.3612 -2.0391 -5.7974
H -0.7190 -1.0398 -1.3308
O 2.2561 2.1906 -3.8716
H 3.1370 0.2728 -4.3259
Cl 0.7735 -6.2495 -2.0606
C 1.0786 1.6465 -3.4329
O 0.0486 -1.7337 0.4637
H 4.0817 1.3187 -3.2386
Cl 3.2264 2.3553 -0.3362
O -4.2616 -0.5424 3.2141
C 4.3207 3.4960 -1.2876
H -2.3411 -2.3811 4.1943
H -2.7676 2.9966 3.3106
H 1.0131 -0.7773 -1.2155
C -3.3153 2.0577 3.3913
H 5.0064 2.9535 -1.9385
H 0.5578 1.2893 -0.4780
C 3.3760 1.3048 -4.0692
H -2.9437 -1.9804 0.1681
H 1.4218 1.5083 3.2650
H 1.9002 -3.2215 -4.3087
C 2.3001 -2.2100 -4.3791
F -1.3512 0.8455 0.0285
H -1.6089 3.1984 -2.5166
*
```

## Properties
SMILES   O=C1OC[C@@H](F)O1.COC(=O)OC.COC(=O)OC.ClCCl.ClCCl.ClCCl.ClCCl.ClCCl
HOMO   -10.1 eV
Kohn-Sham gap   10.32 eV
Energy relative to the best compared isomer or geometry (same formula, charge and spin)   1.506 eV